Record 1
73
Properties=species:S:1:pos:R:3:lowdin_charge:R:1 method="wB97M-V/def2-TZVPD" total_energy_ev=-258021.8918 mol_weight_g_mol=927.11 e_above_lowest_kcal_mol=0.0 charge=-1 spin_multiplicity=1
Pd -0.031 -0.506 0.664 0.5700
As 5.738 -1.992 1.222 1.1072
As 0.631 -2.750 0.454 1.1232
As 2.094 0.308 0.260 1.1091
Cl -8.245 -3.386 1.274 0.6193
F -2.937 0.153 -2.115 0.1509
F -2.328 4.154 -1.450 0.1384
F -3.919 2.073 -2.107 0.1395
F -3.511 2.956 0.604 0.1433
F -0.933 3.840 0.177 0.1577
F -0.355 3.393 -1.849 0.1357
F -2.118 1.624 1.578 0.1580
F -2.061 1.802 -3.181 0.1461
F -3.717 0.825 0.373 0.1345
O -1.684 -2.678 2.424 -0.0160
O -1.939 -1.299 0.676 -0.1812
O 0.333 0.367 2.950 -0.2454
O 0.537 2.246 2.008 -0.2082
O -0.827 0.997 -0.725 -0.2125
N 0.487 1.603 3.070 -0.2763
C -3.847 -2.400 1.488 -0.1164
C 5.534 -2.158 3.164 -0.3342
C -4.425 -3.242 2.431 -0.0164
C 3.299 0.631 1.743 -0.2722
C -1.373 3.326 -0.976 -0.5405
C 3.268 -0.777 -0.890 -0.3254
C -1.854 1.839 -0.789 -0.3453
C -2.714 1.469 -2.052 -0.5408
C -0.677 -3.833 -0.477 -0.2453
C 1.072 -3.923 1.922 -0.2616
C -2.365 -2.108 1.571 -0.6278
C 6.622 -3.725 0.957 -0.3493
C 2.049 -2.984 -0.866 -0.3315
C -5.988 -2.162 0.405 -0.0948
C 3.394 -2.284 -0.623 -0.6918
C 4.402 -2.867 -1.619 -0.0875
C -2.805 1.811 0.461 -0.5358
C -6.539 -3.003 1.357 -0.6685
C -4.636 -1.862 0.478 -0.0106
C -5.776 -3.549 2.374 -0.1115
C 3.881 -2.543 0.811 -0.3875
C 2.154 1.935 -0.742 -0.2603
H 5.061 -3.106 3.424 0.0261
H -3.794 -3.648 3.211 0.1151
H 1.543 2.664 -0.224 0.0142
H 1.495 -4.847 1.523 0.0331
H 2.206 -4.055 -1.029 0.0821
H 3.199 2.251 -0.777 0.0393
H 6.514 -2.101 3.636 0.0148
H 6.825 -3.892 -0.100 0.0042
H -0.189 -4.760 -0.780 0.0327
H 5.369 -2.362 -1.550 0.0599
H 2.985 0.046 2.604 0.0187
H -6.610 -1.745 -0.375 0.1035
H 6.008 -4.541 1.341 0.0223
H 4.918 -1.338 3.533 0.0090
H 4.556 -3.935 -1.438 0.0832
H 2.941 -0.606 -1.919 0.0852
H 1.589 -2.583 -1.775 0.0859
H 7.571 -3.710 1.494 0.0125
H -4.177 -1.204 -0.247 0.0980
H 3.214 1.682 1.999 0.0328
H 3.248 -2.019 1.532 0.0343
H 4.040 -2.747 -2.642 0.0874
H 1.764 -3.457 2.618 0.0236
H -1.040 -3.286 -1.344 0.0429
H 4.319 0.384 1.449 -0.0147
H 0.136 -4.118 2.441 0.0174
H 1.755 1.772 -1.739 0.0353
H -6.235 -4.200 3.105 0.0977
H 4.254 -0.313 -0.787 0.0622
H 3.811 -3.609 1.049 0.0741
H -1.512 -4.054 0.182 0.0284


Record 2
67
Properties=species:S:1:pos:R:3:lowdin_charge:R:1 method="wB97M-V/def2-TZVPD" total_energy_ev=-73149.1716 mol_weight_g_mol=560.40 charge=+1 spin_multiplicity=1
Cl 2.328 1.631 -4.798 0.7281
Cl 4.776 0.378 -3.523 0.7356
F -0.385 0.931 -3.571 0.1325
F 1.442 -0.565 -1.869 0.1592
O -3.505 -1.354 4.333 0.0239
O 1.562 0.249 0.114 0.2472
O -1.126 -1.654 -0.152 0.0941
O -3.235 0.172 5.969 0.1243
O 0.436 -6.793 0.080 0.1291
O -1.697 1.527 -2.009 0.2281
O 2.108 -5.318 0.415 0.0292
O -3.039 -2.360 0.798 -0.0007
N 0.440 1.531 -1.347 0.1239
N 1.931 3.172 -2.540 -0.0247
C 0.829 -5.664 0.103 -0.4788
C 2.786 2.146 -3.156 -0.6391
C 1.157 2.785 -1.326 -0.2139
C -2.820 -0.762 5.347 -0.4857
C -2.783 -2.508 3.869 -0.1556
C -1.345 -2.275 4.290 -0.1560
C 2.698 4.473 -2.380 -0.0743
C 2.223 -3.888 0.459 -0.1520
C -4.581 -0.984 -0.318 -0.1373
C -3.259 -0.953 -1.070 -0.0659
C -4.448 -2.248 0.508 -0.1295
C 0.003 -4.422 -0.155 -0.0775
C -0.600 1.353 -2.316 -0.4723
C 3.883 1.596 -2.627 -0.6837
C -1.510 -1.484 5.581 -0.0751
C 1.072 -3.367 -0.381 -0.1825
C 0.078 3.936 -1.150 -0.0786
C 2.254 5.338 -1.160 -0.1471
C 0.720 5.343 -0.841 -0.1361
C 1.167 0.372 -0.956 -0.5121
C 4.422 1.988 -1.254 -0.0659
C -2.331 -1.660 -0.115 -0.4364
H -0.631 -4.551 -1.029 0.1299
H 4.779 1.068 -0.748 0.1028
H -0.836 -1.658 3.545 0.1155
H 2.155 -3.566 1.502 0.1275
H 1.734 2.822 -0.382 0.1753
H 3.789 4.341 -2.332 0.1317
H -1.616 -2.137 6.449 0.1346
H 2.578 6.379 -1.373 0.1320
H 0.608 5.491 0.251 0.1227
H -0.697 -0.778 5.730 0.1251
H 1.360 -3.357 -1.436 0.1228
H 0.765 -2.369 -0.109 0.0576
H -3.307 -1.518 -2.004 0.1448
H 3.761 2.608 -0.632 0.0687
H -5.009 -2.191 1.440 0.1325
H -4.762 -3.139 -0.039 0.1357
H -0.655 3.613 -0.388 0.1408
H -0.600 -4.207 0.729 0.1266
H 2.820 5.021 -0.261 0.1171
H -5.457 -0.981 -0.964 0.1241
H -2.886 -2.589 2.789 0.0907
H 3.192 -3.588 0.061 0.1232
H 1.221 3.391 -3.257 0.1621
H 0.219 6.168 -1.373 0.1202
H -4.647 -0.116 0.342 0.1263
H 2.505 5.071 -3.297 0.1539
H -3.212 -3.399 4.336 0.1341
H 5.345 2.592 -1.429 0.1088
H -0.467 4.050 -2.121 0.1307
H -0.777 -3.197 4.407 0.1186
H -2.919 0.061 -1.255 0.0891


Record 3
59
Properties=species:S:1:pos:R:3:lowdin_charge:R:1 method="wB97M-V/def2-TZVPD" smiles="C[C@H]1C[C@H](C)CN(CCCNC(=O)Cc2c(C(=O)O)n(C)c3ccccc23)C1" total_energy_ev=-33932.0370 mol_weight_g_mol=385.51 e_above_lowest_kcal_mol=22.9 spin_multiplicity=1
O 0.830 0.720 3.378 0.0636
O -1.017 1.503 -0.874 0.0588
O 0.086 1.473 -2.805 0.1081
N -0.715 0.255 1.790 0.0832
N -2.114 -2.237 -0.217 -0.1641
N 2.559 1.407 -1.420 -0.0344
C -2.546 -3.620 -0.266 -0.1695
C -2.615 -1.503 -1.360 -0.1648
C -0.679 -2.115 -0.031 -0.1973
C 2.942 1.957 0.735 -0.1037
C -0.305 -2.157 1.454 -0.1462
C 1.335 1.617 -0.802 -0.0732
C -4.575 -3.264 1.174 -0.0623
C 3.542 1.604 -0.501 -0.1564
C 0.239 1.007 2.358 -0.4864
C 2.768 0.989 -2.779 -0.0106
C 3.736 2.200 1.861 -0.0041
C 5.098 2.098 1.732 -0.0870
C 1.541 1.971 0.529 -0.0777
C 0.530 2.295 1.569 -0.0278
C -4.681 -2.900 -1.336 -0.1487
C -4.678 -0.685 -2.537 -0.0694
C -4.144 -1.471 -1.344 -0.3606
C 0.053 1.528 -1.459 -0.4422
C -4.072 -3.717 -0.194 -0.3480
C 4.929 1.511 -0.616 -0.0147
C 5.686 1.762 0.504 -0.0849
C -1.040 -1.075 2.250 -0.1679
H -1.105 0.555 0.907 0.1034
H 2.508 1.786 -3.478 0.0979
H -4.221 -3.941 1.948 0.0780
H -2.270 -1.948 -2.315 0.1364
H -5.662 -3.254 1.197 0.0776
H -4.359 -1.144 -3.472 0.0778
H 6.762 1.697 0.440 0.1018
H 2.157 0.115 -3.010 0.0970
H -4.429 -3.377 -2.288 0.1206
H -4.312 0.339 -2.513 0.0733
H -5.770 -2.890 -1.248 0.1178
H -2.116 -1.226 2.149 0.1069
H -0.557 -3.130 1.878 0.1029
H 5.737 2.276 2.584 0.1003
H -0.389 2.666 1.118 0.1168
H -2.193 -4.113 -1.193 0.1288
H -2.109 -4.150 0.583 0.1193
H -0.127 -2.903 -0.572 0.1234
H 0.772 -2.011 1.553 0.1169
H -0.355 -1.155 -0.439 0.0997
H 0.938 3.032 2.261 0.1267
H 5.406 1.253 -1.550 0.0998
H -0.752 -1.134 3.302 0.1194
H -4.459 -0.967 -0.427 0.1389
H -0.822 1.431 -3.142 0.1366
H 3.815 0.728 -2.910 0.0834
H -4.351 -4.768 -0.333 0.1357
H -5.765 -0.662 -2.522 0.0770
H -4.207 -2.268 1.400 0.0599
H 3.276 2.440 2.806 0.1144
H -2.239 -0.479 -1.302 0.0999


Record 4
61
Properties=species:S:1:pos:R:3:lowdin_charge:R:1 method="wB97M-V/def2-TZVPD" smiles="COc1ccc(CNC(=O)[C@H]2CCC(=O)N(CCCN3CCCC3=O)C2)c(OC)c1" total_energy_ev=-38026.5622 mol_weight_g_mol=417.51 e_above_lowest_kcal_mol=20.8 spin_multiplicity=1
O -1.323 1.319 -2.336 0.0576
O 1.335 -1.619 4.612 -0.0793
O -1.770 -1.363 1.021 -0.0925
O 1.749 -3.652 -1.975 0.0684
O -0.826 2.585 2.040 0.0426
N -0.586 3.436 -0.074 -0.0540
N -0.111 -2.481 -1.464 0.1023
N 0.667 0.417 -1.742 -0.0532
C -2.685 3.661 0.885 -0.0741
C 1.059 -2.661 -2.106 -0.4714
C 2.468 -2.178 5.229 -0.0914
C -0.553 -3.388 -0.418 -0.1041
C -0.187 -1.504 2.856 0.0664
C -2.817 3.866 -0.619 -0.1484
C -0.287 0.756 -2.639 -0.4635
C 1.088 -3.527 1.480 -0.0217
C 0.478 0.658 -0.327 -0.1350
C -2.494 -0.368 1.714 -0.0658
C 1.292 1.833 0.213 -0.1336
C -1.261 3.149 1.054 -0.4672
C 1.473 -1.518 -3.040 -0.1845
C 1.592 -3.120 2.706 -0.0243
C 0.390 -1.165 -4.075 -0.1229
C -1.380 4.147 -1.054 -0.1529
C -0.682 -1.914 1.629 -0.2475
C 0.814 3.181 -0.329 -0.1261
C 1.844 -0.282 -2.195 -0.0977
C -0.043 -2.954 0.932 -0.1484
C 0.948 -2.106 3.400 -0.2698
C 0.054 0.329 -4.051 -0.0810
H 0.724 -1.441 -5.075 0.1169
H -1.178 3.761 -2.054 0.1078
H 2.582 -1.646 6.172 0.0923
H -0.581 -1.590 -1.502 0.1303
H 1.426 3.980 0.113 0.1306
H 2.382 -1.861 -3.540 0.1460
H -3.295 -0.073 1.038 0.0981
H -0.520 -1.732 -3.870 0.1187
H -1.644 -3.406 -0.423 0.1269
H -3.152 2.945 -1.095 0.1070
H -0.644 -0.708 3.418 0.1230
H -0.585 0.859 -0.179 0.1141
H -2.771 4.602 1.434 0.1245
H -0.157 -4.375 -0.665 0.1250
H 0.906 0.912 -4.408 0.1243
H 2.424 -0.592 -1.324 0.1411
H 2.473 0.386 -2.798 0.1319
H 0.951 3.210 -1.414 0.1219
H -0.801 0.541 -4.694 0.1238
H -2.925 -0.766 2.637 0.1028
H -1.872 0.500 1.948 0.0672
H -3.498 4.672 -0.885 0.1087
H 0.751 -0.246 0.225 0.1214
H 1.591 -4.309 0.933 0.1181
H 2.474 -3.600 3.097 0.1000
H 3.369 -2.036 4.623 0.0949
H 1.194 1.832 1.298 0.1053
H -3.403 2.958 1.303 0.1145
H 2.331 -3.246 5.430 0.0953
H -1.144 5.220 -1.028 0.1261
H 2.347 1.712 -0.044 0.1146